Run w
The following is a quantum chemistry calculation of 2 unconnected molecules or ions with the total composition CH4NOP, from the OMol25 dataset.

Geometry (Å):
N: 2.94785 -0.37255 -0.62896
P: 3.40266 0.69833 0.25217
C: -1.05601 -0.00433 0.16391
O: 0.23288 -0.10874 0.89056
H: -1.84032 -0.69560 0.44048
H: -0.47912 -0.24165 -0.76637
H: -1.32776 1.07381 0.24557
H: 1.10415 -0.51969 0.20321

Calculated values
- molecular weight (g mol⁻¹) = 77.02
- gap between HOMO and LUMO (eV) = 9.39
- structure (SMILES) = N#P.CO
- LUMO (eV) = -0.5
- highest occupied orbital energy (eV) = -9.9216

Charges computed using Löwdin, reported in e: -0.522, 0.702, -0.143, -0.334, 0.058, 0.075, 0.077, 0.086

***

Run x
The following is a quantum chemistry calculation of CH4NOP in the gas phase, from the OMol25 dataset.

Geometry (Å):
N: -0.92693 -0.34049 -0.33582
P: 0.40820 -1.38476 -0.03288
C: 2.00183 0.06437 -0.10337
O: 3.19431 0.13852 0.01406
H: -1.56236 -0.69397 -1.05370
H: -0.61705 0.54804 -0.67333
H: 0.55304 -1.24907 1.34371
H: 1.43004 1.07173 -0.31176

Calculated values
- molecular weight (g mol⁻¹) = 77.02
- gap between HOMO and LUMO (eV) = 9.84
- structure (SMILES) = NPC=O
- LUMO (eV) = 0.8
- highest occupied orbital energy (eV) = -9.0620

Charges computed using Löwdin, reported in e: -0.312, 0.771, -0.389, -0.022, 0.019, -0.013, -0.119, 0.066

***

Compare the structures above. Which one is the least stable? run w is.